[1]
2 unconnected molecules or ions with the total composition C22H15Br2N2O4 in a non-equilibrium geometry, computed with ωB97M-V/def2-TZVPD.

Geometry as XYZ:
```
45
Properties=species:S:1:pos:R:3:forces:R:3
C -4.486 1.528 2.455 -0.2 0.1 0.1
O -4.095 0.502 1.576 0.9 -0.5 -0.1
C -2.765 0.145 1.657 0.4 -0.1 -0.2
C -1.826 0.753 2.507 -1.5 0.2 -0.3
C -0.515 0.378 2.476 0.8 -0.9 -0.4
C -0.053 -0.623 1.601 -0.9 0.4 0.2
C 1.336 -0.986 1.532 1.5 1.0 0.2
C 2.403 -0.119 1.689 -1.2 -0.9 -0.3
C 3.752 -0.616 1.730 0.5 0.1 -0.1
C 4.802 0.218 1.783 -0.8 -0.9 0.0
Br 6.552 -0.416 1.845 0.4 -0.2 0.0
C 4.635 1.653 1.793 1.3 1.1 0.1
O 5.592 2.411 1.857 -0.1 -0.1 0.0
C 3.277 2.142 1.724 -0.9 -0.5 0.0
Br 3.078 3.994 1.628 -0.2 0.3 0.0
C 2.225 1.310 1.692 0.2 0.7 -0.1
C -1.008 -1.274 0.799 0.8 0.2 0.4
C -2.318 -0.894 0.821 -1.1 0.5 0.3
H -5.536 1.752 2.265 0.1 -0.1 -0.1
H -4.369 1.185 3.483 0.0 0.2 0.2
H -3.893 2.426 2.278 0.0 0.1 0.1
H -2.143 1.522 3.188 0.0 0.1 0.2
H 0.183 0.810 3.170 0.1 0.2 0.2
H 1.561 -2.013 1.294 0.1 -0.3 0.0
H 3.924 -1.679 1.726 -0.1 -0.2 -0.1
H 1.240 1.731 1.584 -0.1 0.0 -0.1
H -0.685 -2.059 0.141 0.0 -0.2 -0.3
H -3.039 -1.384 0.193 -0.2 -0.1 -0.2
C 1.069 0.580 -2.167 1.6 -0.1 0.7
N 2.340 0.069 -1.820 -1.7 1.0 -0.4
O 3.174 0.860 -1.338 0.1 -0.1 0.0
O 2.591 -1.137 -1.979 0.6 -0.1 0.3
C 0.017 -0.172 -2.673 0.1 -0.7 -0.1
C 0.143 -1.541 -3.006 0.0 -0.5 -0.1
C -0.904 -2.239 -3.533 -0.2 0.2 0.0
C -2.138 -1.622 -3.751 0.7 0.4 0.4
C -3.169 -2.347 -4.340 -1.9 -1.3 -1.0
N -4.010 -2.980 -4.838 0.8 0.6 0.5
C -2.293 -0.279 -3.388 -0.1 0.0 -0.1
C -1.247 0.432 -2.875 0.1 -0.1 0.0
H 0.925 1.628 -2.002 0.4 0.3 0.2
H 1.089 -2.029 -2.855 -0.1 0.0 0.0
H -0.795 -3.277 -3.795 0.1 -0.2 -0.1
H -3.255 0.188 -3.513 -0.2 0.1 -0.1
H -1.368 1.469 -2.614 -0.1 0.2 0.1
```
Positions in Å, forces in eV/Å.

Output
Total charge: -1
2S+1: 1
HOMO level, eV: -3.92
Orbital gap, eV: 5.058
Largest force on an atom, eV Å⁻¹: 2.559

---

[2]
A molecular structure, C22H15BrF10N4Ru, computed with ωB97M-V/def2-TZVPD.

Geometry as XYZ:
```
53
Properties=species:S:1:pos:R:3:forces:R:3
Ru 0.225 0.041 -0.276 0.1 0.3 0.3
C 2.107 0.265 -2.628 0.0 0.0 -0.1
N 2.095 0.089 -1.159 0.0 0.0 -0.1
C 2.765 1.221 -0.464 0.1 0.1 0.1
C 1.884 2.465 -0.505 0.1 0.1 0.0
N 0.482 2.051 -0.385 -0.1 0.0 0.0
C -0.511 2.923 -0.691 -0.1 0.0 0.0
C -0.425 4.335 -0.639 -0.1 0.0 0.0
F 0.697 4.909 -0.224 0.0 0.0 0.0
C -1.506 5.138 -0.951 0.0 -0.2 0.0
F -1.406 6.445 -0.862 0.0 0.0 0.0
C -2.714 4.563 -1.348 0.1 0.0 0.0
F -3.734 5.322 -1.648 0.0 0.0 0.0
C -2.838 3.171 -1.430 0.2 0.0 0.1
F -3.966 2.632 -1.841 0.0 0.0 0.0
C -1.758 2.392 -1.099 -0.1 0.1 0.0
F -1.850 1.049 -1.248 0.0 0.1 0.1
C 2.662 -1.228 -0.760 0.1 -0.1 0.0
C 1.691 -2.362 -1.053 0.1 -0.1 0.0
N 0.348 -2.012 -0.559 -0.2 -0.3 0.0
C -0.644 -2.913 -0.548 0.1 -0.1 -0.1
C -0.562 -4.280 -0.975 -0.1 0.0 0.0
F 0.569 -4.756 -1.475 0.0 0.0 0.0
C -1.638 -5.135 -0.908 0.1 0.1 0.0
F -1.524 -6.379 -1.312 0.0 0.0 0.0
C -2.866 -4.681 -0.415 0.0 0.0 0.0
F -3.887 -5.489 -0.355 0.0 0.0 0.0
C -3.006 -3.349 -0.003 0.2 0.0 0.0
F -4.167 -2.922 0.443 -0.1 0.0 0.0
C -1.930 -2.507 -0.078 -0.1 -0.1 0.0
F -2.096 -1.232 0.294 0.0 0.0 0.1
H 3.139 0.264 -2.990 0.0 0.0 0.0
H 1.633 1.209 -2.890 0.0 0.0 0.0
H 1.559 -0.546 -3.105 0.0 0.0 0.0
H 3.744 1.422 -0.910 0.0 0.0 0.0
H 2.922 0.910 0.571 0.0 0.0 -0.1
H 2.012 3.027 -1.435 0.0 0.0 0.0
H 2.176 3.137 0.307 0.0 0.0 0.0
H 2.863 -1.181 0.314 0.0 0.0 -0.1
H 3.615 -1.401 -1.271 0.0 0.0 0.0
H 2.068 -3.263 -0.566 0.0 0.0 0.0
H 1.641 -2.581 -2.123 0.0 0.0 0.0
Br 0.271 -2.873 4.812 0.0 0.0 0.0
C 0.120 -1.201 3.981 0.0 0.1 -0.1
C -0.012 -0.031 4.718 0.0 -0.1 -0.1
C -0.121 1.168 4.034 0.0 0.0 -0.1
C -0.093 1.165 2.653 0.0 0.1 0.0
N 0.039 0.037 1.940 -0.2 0.1 -0.2
C 0.138 -1.125 2.598 0.0 -0.1 0.1
H -0.030 -0.061 5.799 0.0 0.0 0.0
H -0.230 2.101 4.567 0.0 0.0 0.0
H -0.186 2.083 2.091 0.0 0.0 0.0
H 0.236 -2.024 2.004 0.0 0.0 0.0
```
Positions in Å, forces in eV/Å.

Output
ΔE to the lowest compared entry with this formula, charge and spin, kcal/mol: 0.0
Total charge: +2
2S+1: 5
HOMO level (alpha / beta), eV: -14.46 / -14.95
Orbital gap (alpha / beta), eV: 8.385 / 5.990
Expectation value of S²: 6.07
Largest force on an atom, eV Å⁻¹: 0.400

---

[3]
A molecular structure, C22H15F2NOS3SeTc, computed with ωB97M-V/def2-TZVPD.

Geometry as XYZ:
```
46
Properties=species:S:1:pos:R:3:forces:R:3
Tc -0.252 1.770 -0.989 0.1 -0.3 0.7
Se 1.124 2.669 -2.736 0.3 0.0 -0.4
C 2.506 1.443 -2.911 -0.1 0.0 0.1
N 3.374 0.693 -3.021 -0.1 0.0 0.0
O -1.601 0.539 -1.290 0.0 -0.1 0.0
C -1.631 -0.851 -0.900 0.4 0.3 -0.1
C -0.175 -1.271 -0.988 -0.2 0.2 0.4
C 0.860 -0.819 -0.039 0.1 0.2 0.1
C 2.173 -1.332 -0.525 -0.1 -0.1 0.1
C 2.093 -1.985 -1.682 0.1 0.1 -0.1
S 0.442 -2.057 -2.263 0.2 -0.4 -0.6
C -2.110 -0.951 0.530 -0.1 0.0 -0.1
C -2.562 0.059 1.319 0.0 0.0 0.2
C -2.909 -0.382 2.632 0.0 0.1 -0.2
C -2.713 -1.715 2.797 0.0 0.0 0.0
S -2.123 -2.452 1.366 0.0 -0.1 0.0
C -2.476 -1.586 -1.907 -0.1 -0.1 0.1
C -2.602 -2.935 -2.074 -0.1 -0.2 -0.1
C -3.550 -3.267 -3.083 0.1 0.0 0.1
C -4.116 -2.159 -3.635 0.0 -0.1 0.0
S -3.514 -0.719 -2.952 0.0 0.1 -0.1
H 0.623 -1.146 0.980 -0.1 0.0 0.0
H 3.095 -1.142 0.007 0.0 0.0 0.0
H 2.887 -2.414 -2.275 -0.1 0.0 0.0
H -2.666 1.080 0.985 0.0 0.0 0.0
H -3.296 0.266 3.405 0.0 0.0 0.0
H -2.899 -2.318 3.672 0.0 0.0 0.0
H -2.065 -3.676 -1.492 0.0 0.1 0.0
H -3.794 -4.278 -3.377 0.0 0.0 0.0
H -4.855 -2.112 -4.421 0.0 0.0 0.0
F -0.655 2.607 1.831 0.0 0.1 0.0
C -0.676 3.065 0.560 -0.2 -0.3 0.0
F 0.420 3.858 0.353 0.2 0.1 0.0
H -1.580 3.664 0.426 -0.1 0.1 0.0
C 0.945 0.749 0.002 -0.1 0.3 0.0
C 1.995 1.204 0.936 -0.2 -0.1 -0.2
C 2.061 0.682 2.233 0.0 0.0 0.0
C 3.013 1.152 3.121 0.0 0.0 -0.1
C 3.928 2.115 2.709 0.0 0.0 0.0
C 3.879 2.620 1.418 0.0 0.0 0.0
C 2.904 2.181 0.536 0.1 0.1 0.1
H 1.334 -0.049 2.573 0.0 0.0 0.0
H 3.041 0.769 4.133 0.0 0.0 0.0
H 4.680 2.475 3.400 0.0 0.0 0.0
H 4.592 3.368 1.097 0.0 0.0 0.0
H 2.851 2.588 -0.465 0.0 0.0 0.1
```
Positions in Å, forces in eV/Å.

Output
ΔE to the lowest compared entry with this formula, charge and spin, kcal/mol: 3.6
Total charge: +1
2S+1: 1
HOMO level, eV: -11.86
Orbital gap, eV: 6.678
Largest force on an atom, eV Å⁻¹: 0.736

---

- The lowest largest force on an atom belongs to which entry?
  C22H15BrF10N4Ru

---

- Which of these has the highest total charge?
  C22H15BrF10N4Ru